1.
DFT (wB97M-V/def2-TZVPD) results for a structure of composition C32H37BF5LiN4O2SSb.

Last column: natural (NBO) charge in e.
Cartesian coordinates (Å):
Sb1 -0.81 -1.25 -1.60  1.101
S1 1.58 2.17 0.40  -0.286
F1 0.22 -4.32 -1.22  -0.590
F2 2.12 -3.83 -6.49  -0.337
F3 1.80 -4.70 0.25  -0.566
F4 -4.97 2.14 -4.90  -0.348
F5 -5.04 -5.25 0.70  -0.337
O1 3.99 -0.80 0.24  -0.685
O2 1.02 -1.98 3.45  -0.715
N1 -1.04 2.67 0.50  -0.611
N2 3.24 -2.07 3.94  -0.444
N3 -0.14 1.75 2.38  -0.598
N4 2.49 -1.30 1.84  -0.747
C1 4.82 -1.15 2.44  -0.385
C2 -2.94 0.96 -4.86  -0.319
C3 2.20 -2.60 -4.48  -0.290
C4 -3.54 0.08 -2.30  -0.215
C5 0.10 -3.43 -5.35  -0.297
C6 -1.78 4.34 -1.19  -0.396
C7 -3.27 -3.19 -1.68  -0.134
C8 -0.80 5.51 -1.15  -0.389
C9 -3.12 -3.91 1.00  -0.289
C10 0.14 -2.17 -3.29  -0.363
C11 -1.15 2.97 -0.91  -0.238
C12 1.52 -2.04 -3.41  -0.187
C13 -2.18 -3.04 0.45  -0.196
C14 -4.12 -4.40 0.18  0.397
C15 -4.11 1.33 -4.24  0.455
C16 -2.04 0.16 -4.16  -0.209
C17 3.38 3.12 3.64  -0.614
C18 -4.44 0.91 -2.97  -0.324
C19 4.51 -1.71 3.63  0.056
C20 2.94 -2.87 5.12  -0.394
C21 1.93 3.39 4.03  -0.398
C22 3.77 -1.06 1.43  0.611
C23 1.47 -3.28 -5.43  0.398
C24 1.18 2.12 4.45  -0.398
C25 -2.25 -2.68 -0.89  -0.388
C26 -2.33 -0.31 -2.88  -0.376
C27 0.85 1.18 3.29  -0.248
C28 -4.21 -4.06 -1.15  -0.320
C29 0.08 2.17 1.12  0.310
C30 2.17 -1.78 3.05  0.768
C31 -0.16 5.75 0.21  -0.616
C32 -0.56 -2.86 -4.28  -0.194
B1 1.12 -3.70 -0.36  0.480
Li1 1.51 -1.58 0.07  0.709
H1 3.43 2.49 2.75  0.232
H2 -2.73 1.30 -5.87  0.223
H3 5.82 -0.83 2.20  0.219
H4 -0.15 2.92 -1.33  0.244
H5 1.40 3.85 3.19  0.206
H6 -5.37 1.23 -2.52  0.222
H7 2.02 -2.50 5.57  0.227
H8 -1.75 2.21 -1.40  0.199
H9 -1.10 1.72 2.70  0.373
H10 -5.01 -4.47 -1.75  0.220
H11 1.79 1.56 5.17  0.200
H12 -2.58 4.52 -0.46  0.186
H13 3.91 2.62 4.45  0.190
H14 -1.64 -2.96 -4.20  0.209
H15 0.44 6.66 0.21  0.201
H16 1.73 0.95 2.70  0.252
H17 3.89 4.06 3.41  0.201
H18 3.76 -2.80 5.82  0.185
H19 -3.80 -0.29 -1.31  0.216
H20 -1.32 6.42 -1.47  0.190
H21 -0.92 5.84 0.99  0.191
H22 5.25 -1.88 4.40  0.190
H23 0.25 2.40 4.95  0.186
H24 0.50 4.92 0.48  0.230
H25 1.90 4.10 4.86  0.187
H26 -2.24 4.30 -2.18  0.208
H27 2.09 -1.53 -2.64  0.227
H28 3.27 -2.52 -4.58  0.229
H29 -1.91 2.52 0.98  0.371
H30 -3.35 -2.90 -2.72  0.199
H31 -0.01 5.32 -1.89  0.198
H32 -0.43 -3.98 -6.12  0.221
H33 -1.38 -2.67 1.07  0.239
H34 0.45 0.24 3.67  0.236
H35 -1.10 -0.10 -4.62  0.223
H36 -3.08 -4.21 2.04  0.229
H37 2.78 -3.91 4.84  0.198

Strongest force on any atom in eV/Å: 1.16
Total charge: -1
Frontier orbital gap in eV: 6.656
Lowest unoccupied orbital energy in eV: 2.324

=====

2.
DFT (wB97M-V/def2-TZVPD) results for a structure of composition C32H37BrCl2KN7O2S2.

Last column: Löwdin charge in e.
Cartesian coordinates (Å):
Br1 10.39 10.36 15.24  0.714
K1 10.62 16.26 10.02  0.669
Cl1 10.72 17.15 14.97  0.526
Cl2 10.59 14.43 13.91  0.593
S1 10.80 19.62 10.80  0.740
S2 11.47 16.79 4.68  0.992
O1 13.14 15.83 9.82  -0.198
O2 8.80 17.60 11.54  -0.233
N1 13.34 19.29 11.33  0.011
N2 11.60 13.58 9.43  0.071
N3 11.14 16.43 7.20  -0.060
N4 15.64 10.99 10.82  0.049
N5 12.00 19.72 13.16  -0.001
N6 8.15 13.86 11.35  0.111
N7 15.36 10.18 11.70  0.054
C1 11.28 16.02 13.69  -0.975
C2 13.70 14.68 9.86  -0.399
C3 15.09 14.49 9.96  -0.030
C4 12.74 11.04 9.82  -0.008
C5 15.69 13.26 10.18  -0.050
C6 6.10 13.60 12.56  -0.033
C7 6.50 12.38 13.10  -0.053
C8 12.00 10.29 14.20  -0.664
C9 13.28 9.17 12.49  -0.055
C10 12.91 13.43 9.78  -0.152
C11 14.30 19.68 9.14  -0.087
C12 10.93 12.48 9.27  -0.185
C13 10.79 17.20 6.21  -0.480
C14 13.92 20.90 14.35  -0.073
C15 6.49 16.84 11.84  -0.192
C16 13.51 12.19 10.06  -0.115
C17 13.60 18.71 10.03  -0.289
C18 12.12 19.54 11.79  -0.824
C19 12.19 9.18 13.36  -0.112
C20 12.85 11.37 14.15  -0.140
C21 6.93 14.25 11.67  -0.304
C22 7.77 11.91 12.77  -0.058
C23 14.90 12.15 10.35  -0.241
C24 7.80 17.25 12.49  -0.254
C25 8.54 12.66 11.85  -0.141
C26 6.50 15.57 11.00  -0.127
C27 13.94 11.32 13.32  -0.013
C28 13.14 19.64 14.10  -0.271
C29 14.13 10.23 12.46  -0.284
C30 12.27 15.49 5.40  -0.435
C31 12.02 15.44 6.74  -0.214
C32 11.45 11.20 9.40  -0.058
H1 14.62 12.13 13.27  0.108
H2 6.05 17.65 11.24  0.120
H3 10.95 10.27 9.12  0.108
H4 13.55 8.23 11.98  0.128
H5 12.38 16.01 13.68  0.048
H6 7.54 18.11 13.10  0.121
H7 14.78 19.08 8.35  0.088
H8 13.58 20.38 8.68  0.076
H9 13.33 21.57 14.98  0.081
H10 13.95 18.95 12.08  0.123
H11 7.32 15.75 10.21  0.126
H12 13.81 18.85 13.76  0.103
H13 14.17 17.80 10.18  0.093
H14 5.56 15.45 10.50  0.102
H15 9.89 12.70 8.92  0.122
H16 12.69 12.27 14.73  0.088
H17 9.24 18.42 11.79  -0.059
H18 12.70 19.26 15.00  0.084
H19 15.74 15.37 9.91  0.105
H20 11.09 19.73 13.56  0.085
H21 14.23 21.42 13.46  0.076
H22 12.97 14.83 4.83  0.088
H23 15.00 20.35 9.65  0.072
H24 11.62 8.30 13.48  0.087
H25 9.51 12.27 11.54  0.092
H26 10.09 18.04 6.31  0.080
H27 16.76 13.12 10.28  0.111
H28 13.24 10.05 9.89  0.121
H29 8.14 11.00 13.14  0.049
H30 5.82 11.83 13.71  0.102
H31 12.36 14.72 7.48  0.081
H32 14.74 20.50 14.90  0.073
H33 8.12 16.41 13.11  0.102
H34 10.78 16.50 12.80  -0.005
H35 5.74 16.79 12.64  0.111
H36 5.09 13.98 12.80  0.123
H37 12.61 18.47 9.54  0.066

Strongest force on any atom in eV/Å: 2.67
ΔE to the lowest compared entry with this formula, charge and spin in kcal per mole: 11.2
Frontier orbital gap in eV: 6.706
Lowest unoccupied orbital energy in eV: 0.175